(1)
Here is a cluster of 4 separate species, CH12NO3 in total at a distorted geometry from the Open Molecules 2025 dataset. Energies are from the ωB97M-V functional and the def2-TZVPD basis.

LUMO level: -3.32 eV
E_tot: -8857.2191 eV
Energy relative to the best compared isomer or geometry (same formula, charge and spin): 1.877 eV
HOMO-LUMO gap: 11.34 eV

```
! wB97M-V def2-TZVPD RIJCOSX def2/J DEFGRID3
* xyz 1 1
C 1.0022 -2.0858 -0.6613
N 1.4913 -1.1611 0.4003
H 1.0462 -1.5374 -1.6568
H 1.3486 -3.0794 -0.5835
H -0.0784 -2.3165 -0.3914
H 2.2658 -1.7123 0.8654
H 0.8757 -0.7461 1.2476
H 1.8839 -0.2598 -0.1547
H -3.2674 1.4809 -0.8887
H -1.9782 2.0905 -1.2960
O -2.4834 1.8514 -0.4610
H -0.9266 0.7774 2.1294
H -0.7767 -0.6182 2.5608
O -0.5500 -0.0767 1.7325
H 1.2897 1.8017 -1.5140
H 0.1992 1.5812 -0.4261
O 0.7416 1.1229 -1.1123
*
```

***

(2)
Here is a cluster of 5 separate species, CH12O4 in total at a distorted geometry from the Open Molecules 2025 dataset. Energies are from the ωB97M-V functional and the def2-TZVPD basis.

LUMO level: 0.43 eV
Structure (SMILES): C.O.O.O.O
E_tot: -9421.2550 eV
Energy relative to the best compared isomer or geometry (same formula, charge and spin): 1.073 eV
HOMO-LUMO gap: 11.66 eV

```
! wB97M-V def2-TZVPD RIJCOSX def2/J DEFGRID3
* xyz 0 1
C 1.5427 2.5531 -2.3301
H 0.8974 2.3617 -1.4704
H 2.2196 3.3386 -1.9950
H 0.9964 2.6334 -3.2678
H 2.0745 1.6063 -2.3934
H 0.1994 -2.0076 -2.1400
H 0.3091 -0.7861 -3.0382
O -0.2479 -1.2001 -2.3890
H -1.9815 2.7830 0.6350
H -3.0347 3.4112 1.5557
O -2.7670 2.5695 1.1217
H 1.7124 -4.8659 3.2727
H 0.9784 -3.4544 2.8531
O 1.0704 -4.1793 3.4647
H 0.3275 -0.0334 -0.6291
H -0.6268 0.4648 0.4845
O 0.2941 0.2201 0.3117
*
```

***

(3)
Here is a cluster of 5 separate species, CH12O5 in total at a distorted geometry from the Open Molecules 2025 dataset. Energies are from the ωB97M-V functional and the def2-TZVPD basis.

LUMO level: 0.59 eV
Structure (SMILES): CO.O.O.O.O
E_tot: -11468.6363 eV
Energy relative to the best compared isomer or geometry (same formula, charge and spin): 0.849 eV
HOMO-LUMO gap: 11.42 eV

```
! wB97M-V def2-TZVPD RIJCOSX def2/J DEFGRID3
* xyz 0 1
C -2.7580 -1.8422 1.7256
O -1.9477 -0.6880 1.7039
H -3.8049 -1.7309 1.4592
H -2.2608 -2.6220 1.1509
H -2.7811 -2.2722 2.7414
H -2.4962 0.1030 1.7586
H 1.0580 -1.7091 -0.4948
H 1.3152 -2.5158 -1.8029
O 1.0210 -1.7010 -1.4533
H 4.5871 4.8670 -1.1581
H 3.1084 5.5299 -0.8486
O 3.9593 5.5563 -1.2760
H -0.1878 -1.1377 1.3264
H 0.6577 -1.9734 2.2171
O 0.6531 -1.6449 1.3141
H -0.5767 -0.3662 -1.5239
H -1.0666 0.2098 -2.7229
O -1.2782 0.2377 -1.7902
*
```

***

(4)
Here is a cluster of 5 separate species, CH12O5 in total at a distorted geometry from the Open Molecules 2025 dataset. Energies are from the ωB97M-V functional and the def2-TZVPD basis.

LUMO level: 0.15 eV
Structure (SMILES): CO.O.O.O.O
E_tot: -11468.2082 eV
Energy relative to the best compared isomer or geometry (same formula, charge and spin): 1.277 eV
HOMO-LUMO gap: 10.86 eV

```
! wB97M-V def2-TZVPD RIJCOSX def2/J DEFGRID3
* xyz 0 1
C 2.6079 -0.2148 -0.1796
O 2.0403 0.3895 0.9781
H 3.5903 0.1656 -0.2958
H 2.0610 0.0341 -1.0629
H 2.7336 -1.3274 -0.1432
H 1.5830 -0.3341 1.4323
H -2.3190 -0.1013 3.1666
H -2.9048 0.7236 2.0380
O -2.8189 -0.2116 2.3671
H -0.6868 -0.0931 -2.9538
H 0.1983 -1.5149 -2.9380
O -0.0903 -0.6567 -3.4394
H -0.5697 3.1919 -0.8207
H 0.0209 2.7825 0.5687
O -0.5554 3.4630 0.0871
H -1.8992 -1.3671 0.5089
H -1.5050 -2.8135 0.6465
O -1.4864 -2.1158 0.0401
*
```

***

(5)
Here is a cluster of 6 separate species, CH12O6 in total at a distorted geometry from the Open Molecules 2025 dataset. Energies are from the ωB97M-V functional and the def2-TZVPD basis.

LUMO level: 0.29 eV
Structure (SMILES): C=O.O.O.O.O.O
E_tot: -13515.7781 eV
Energy relative to the best compared isomer or geometry (same formula, charge and spin): 0.943 eV
HOMO-LUMO gap: 10.53 eV

```
! wB97M-V def2-TZVPD RIJCOSX def2/J DEFGRID3
* xyz 0 1
O -3.1880 0.2051 0.1248
C -4.0251 0.6242 0.8628
H -4.4840 0.0706 1.7301
H -4.3413 1.6838 0.9004
H 1.8618 1.9786 1.5561
H 0.8308 1.2402 0.7863
O 0.9052 2.0013 1.3785
H 3.4674 -1.8611 1.1796
H 2.1820 -2.5777 1.0246
O 2.6545 -1.8179 0.6609
H 2.5657 -0.2936 -0.5905
H 3.6102 -0.3910 -1.6989
O 2.9998 0.2214 -1.2803
H -1.5556 -1.2341 -0.1701
H -0.2053 -1.8210 -0.4005
O -0.8887 -1.7761 0.2775
H 0.9672 0.6963 -1.8338
H -0.3910 0.9813 -2.6419
O 0.0230 0.8727 -1.7864
*
```

***

(6)
Here is a cluster of 6 separate species, CH12O6 in total at a distorted geometry from the Open Molecules 2025 dataset. Energies are from the ωB97M-V functional and the def2-TZVPD basis.

LUMO level: 0.40 eV
Structure (SMILES): C=O.O.O.O.O.O
E_tot: -13516.1901 eV
Energy relative to the best compared isomer or geometry (same formula, charge and spin): 0.531 eV
HOMO-LUMO gap: 11.09 eV

```
! wB97M-V def2-TZVPD RIJCOSX def2/J DEFGRID3
* xyz 0 1
O 0.8687 -1.4184 -2.7987
C 1.4030 -2.3829 -3.2635
H 1.0396 -3.1404 -3.9797
H 2.4590 -2.5821 -2.9735
H -0.8616 2.1477 -0.7418
H -0.7696 3.5578 -0.2094
O -1.3816 2.8151 -0.2407
H -0.7787 -2.1191 1.1935
H -1.3892 -0.6400 1.3815
O -0.5909 -1.1713 1.1458
H 1.6399 -0.6530 2.8762
H 2.1342 0.8876 2.8664
O 2.1486 0.0366 3.3254
H -2.3024 1.3664 0.7121
H -2.0190 1.3244 2.2454
O -2.4161 0.8334 1.5113
H 0.1663 0.0232 -0.2611
H 0.3313 0.4214 -1.8525
O 0.3186 0.6934 -0.9369
*
```

***

(7)
Here is a cluster of 6 separate species, CH12O7 in total at a distorted geometry from the Open Molecules 2025 dataset. Energies are from the ωB97M-V functional and the def2-TZVPD basis.

LUMO level: -0.07 eV
Structure (SMILES): O=CO.O.O.O.O.O
E_tot: -15563.2355 eV
Energy relative to the best compared isomer or geometry (same formula, charge and spin): 1.532 eV
HOMO-LUMO gap: 10.83 eV

```
! wB97M-V def2-TZVPD RIJCOSX def2/J DEFGRID3
* xyz 0 1
O 2.5445 -0.8043 -3.1009
C 2.4387 0.2406 -2.4990
O 1.5398 0.4076 -1.3777
H 3.0784 1.1106 -2.3550
H 0.8496 -0.3139 -1.5148
H -2.4469 0.8864 -0.6699
H -1.2333 1.7372 -1.1382
O -1.5501 0.8461 -1.1297
H -0.6869 -3.1159 -1.0076
H -0.2035 -3.2673 -2.4733
O -1.0044 -3.3775 -1.8683
H 1.3189 1.8758 1.5949
H 0.5236 3.0443 1.1267
O 1.3548 2.8067 1.3879
H -1.5139 -1.8251 1.1713
H -1.9836 -2.0141 2.6899
O -1.7456 -1.3296 2.0413
H -0.3296 0.5090 2.5064
H -0.8654 1.5282 3.3973
O -0.0850 1.0552 3.2188
*
```

***

(8)
Here is a cluster of 5 separate species, CH13NO4 in total at a distorted geometry from the Open Molecules 2025 dataset. Energies are from the ωB97M-V functional and the def2-TZVPD basis.

LUMO level: 0.49 eV
Structure (SMILES): CN.O.O.O.O
E_tot: -10927.8374 eV
Energy relative to the best compared isomer or geometry (same formula, charge and spin): 0.814 eV
HOMO-LUMO gap: 10.04 eV

```
! wB97M-V def2-TZVPD RIJCOSX def2/J DEFGRID3
* xyz 0 1
C 1.2760 0.8364 1.4035
N 0.1365 0.0639 1.6730
H 1.4056 0.9431 0.3135
H 1.1852 1.8942 1.8410
H 2.1467 0.3197 1.8650
H -0.6396 0.3812 1.0299
H -0.1330 0.0995 2.6551
H 0.2742 -1.4342 1.0311
H -0.1083 -2.9456 0.6024
O 0.4650 -2.1233 0.3546
H -0.4209 -1.9916 -2.4008
H 0.3228 -1.5457 -1.1587
O 0.1286 -1.2353 -2.1359
H -2.8370 0.2798 -0.1202
H -1.8034 1.2140 -0.5756
O -2.3822 1.0496 0.2199
H 0.8529 0.8191 -2.0641
H -0.2854 1.6655 -2.6168
O 0.4164 1.7098 -1.9167
*
```

***

(9)
Here is a cluster of 5 separate species, CH13NO4 in total from the Open Molecules 2025 dataset. Energies are from the ωB97M-V functional and the def2-TZVPD basis.

LUMO level: 0.22 eV
Structure (SMILES): CN.O.O.O.O
E_tot: -10927.6834 eV
Energy relative to the best compared isomer or geometry (same formula, charge and spin): 0.968 eV
HOMO-LUMO gap: 9.26 eV

```
! wB97M-V def2-TZVPD RIJCOSX def2/J DEFGRID3
* xyz 0 1
C 0.6027 0.1976 2.1066
N 1.3920 1.4220 2.0660
H -0.2180 0.2368 1.3907
H 0.2266 0.0462 3.1211
H 1.2153 -0.6831 1.9205
H 1.7059 1.6140 1.1184
H 0.8652 2.2172 2.3928
H 1.7816 -0.7635 -1.6844
H 1.4518 -2.2256 -1.1656
O 1.9069 -1.7137 -1.8405
H -1.4931 -1.7144 0.3943
H -1.1957 -1.9076 -1.0939
O -1.1463 -1.2556 -0.3830
H 0.0012 1.0863 -2.6181
H 1.5732 1.0694 -2.6939
O 0.8128 0.9833 -2.1124
H -2.4796 0.1329 -0.5995
H -3.6844 0.6367 0.2842
O -3.3182 0.6212 -0.6034
*
```

***

(10)
Here is a structure of composition CH13O6 at a distorted geometry from the Open Molecules 2025 dataset. Energies are from the ωB97M-V functional and the def2-TZVPD basis.

LUMO level: 2.70 eV
E_tot: -13533.3399 eV
Energy relative to the best compared isomer or geometry (same formula, charge and spin): 1.789 eV
HOMO-LUMO gap: 7.62 eV

```
! wB97M-V def2-TZVPD RIJCOSX def2/J DEFGRID3
* xyz -1 1
C 0.7541 -1.3292 1.4622
O 0.0338 -0.6044 0.4971
H 0.5335 -2.3983 1.4245
H 1.7787 -0.9771 1.3787
H 0.3565 -1.0275 2.4401
H 4.9198 2.1801 -2.8408
H 5.9592 0.9646 -2.8327
O 5.4922 1.6201 -2.3152
H 1.7554 3.5823 1.6146
H 3.3275 3.6025 1.7740
O 2.5798 3.9426 1.2946
H -5.0739 -1.1520 0.1770
H -3.3753 -0.6358 0.1111
O -4.2245 -1.2894 -0.2391
H -0.9575 -0.4696 0.6786
H -2.1767 0.7775 -0.0104
O -2.4369 0.1086 0.6306
H -2.4606 -2.0004 -1.4211
H -3.8476 -2.3418 -1.7762
O -2.9377 -2.5527 -2.0477
*
```

***

(11)
Here is a cluster of 5 separate species, CH14N2O4 in total at a distorted geometry from the Open Molecules 2025 dataset. Energies are from the ωB97M-V functional and the def2-TZVPD basis.

LUMO level: 0.35 eV
Structure (SMILES): NCN.O.O.O.O
E_tot: -12433.9333 eV
Energy relative to the best compared isomer or geometry (same formula, charge and spin): 1.118 eV
HOMO-LUMO gap: 9.21 eV

```
! wB97M-V def2-TZVPD RIJCOSX def2/J DEFGRID3
* xyz 0 1
N -1.0361 1.9660 0.4090
C -0.2576 2.9953 -0.2600
N 0.8779 2.5942 -1.0552
H -0.6390 1.5668 1.2457
H -1.2259 1.1388 -0.1447
H 0.1183 3.6204 0.5481
H -0.9728 3.6153 -0.8003
H 0.6110 2.1764 -1.9382
H 1.3951 1.8531 -0.6071
H -0.1111 -7.3695 1.3575
H -1.0515 -6.1742 1.6803
O -0.1283 -6.4324 1.5863
H 2.0622 4.8993 -2.1283
H 3.0463 5.9696 -1.8560
O 2.3555 5.7448 -2.4949
H -3.2637 -4.0220 1.8864
H -2.6366 -5.1570 1.1233
O -2.4452 -4.5243 1.8240
H 1.2313 -0.9780 0.6183
H 0.7713 -1.8575 -0.4678
O 0.7087 -0.9313 -0.1918
*
```

***

(12)
Here is a cluster of 5 separate species, CH14N2O4 in total at a distorted geometry from the Open Molecules 2025 dataset. Energies are from the ωB97M-V functional and the def2-TZVPD basis.

LUMO level: 0.30 eV
Structure (SMILES): NCN.O.O.O.O
E_tot: -12433.5574 eV
Energy relative to the best compared isomer or geometry (same formula, charge and spin): 1.494 eV
HOMO-LUMO gap: 9.78 eV

```
! wB97M-V def2-TZVPD RIJCOSX def2/J DEFGRID3
* xyz 0 1
N 1.5007 -1.5117 -0.2865
C 2.1248 -1.6026 1.0259
N 1.4971 -1.2378 2.2689
H 0.5194 -1.6828 -0.4610
H 1.8295 -0.7825 -0.8798
H 2.6651 -2.5361 1.1237
H 2.9728 -0.9437 0.8880
H 1.0868 -0.3191 2.1675
H 0.7866 -1.9093 2.5307
H -1.9858 2.3378 1.2033
H -2.9149 3.0253 0.0825
O -2.0498 2.9783 0.5005
H 0.0196 1.3052 0.8895
H 0.2256 0.3419 -0.3194
O -0.4235 0.8901 0.1465
H -2.4808 0.8646 -0.5397
H -3.4603 -0.2106 -0.9496
O -3.4325 0.6995 -0.6353
H 1.1128 -0.0897 -2.4612
H 0.1300 0.6080 -3.3780
O 0.2768 -0.2248 -2.9167
*
```